1.
Computed, not measured: a single C4H8S molecule at a distorted geometry, with the ωB97M-V functional and the def2-TZVPD basis.

Last column: Mulliken charge in e.
Atoms and positions in Å:
C  -0.05536  -0.73096  1.14417  -0.473
C  0.06433  0.67353  1.38945  -0.541
C  -0.47737  0.34056  0.08787  0.044
C  0.48633  0.41646  -1.02950  -1.055
S  0.19581  -1.29362  -2.30538  -0.243
H  0.90341  -1.26826  0.85010  0.170
H  -0.76507  -1.43248  1.45856  0.314
H  -0.67485  1.14665  2.05732  0.229
H  1.04057  1.05069  1.38655  0.230
H  -1.48363  0.43201  -0.13910  0.482
H  1.59788  0.51927  -0.63630  0.308
H  0.22250  1.21999  -1.62143  0.426
H  -1.05455  -1.07384  -2.64231  0.109

Calculated values
2S+1 ... 1
Largest force on an atom ... 3.64 eV/Å
SMILES string ... SCC1CC1
Energy ... -15110.6219 eV
Energy above the lowest of the compared OMol25 structures with the same formula, charge and spin ... 40.7 kcal/mol

2.
Computed, not measured: a single C4H8S molecule at a distorted geometry, with the ωB97M-V functional and the def2-TZVPD basis.

Last column: Mulliken charge in e.
Atoms and positions in Å:
C  0.83188  0.31801  0.53046  -0.764
C  1.31885  0.86100  -0.79966  -0.637
C  -0.05913  -0.72878  -0.17523  0.052
C  -1.58466  -0.46714  -0.18454  -1.198
S  0.79917  -0.59570  -1.76173  -0.213
H  1.69022  -0.08797  1.03513  0.292
H  0.39332  1.10160  1.10433  0.305
H  0.57022  1.61909  -1.08163  0.251
H  2.28777  1.12432  -0.77951  0.441
H  0.26218  -1.68837  0.07616  0.484
H  -1.93249  -0.01330  -1.13738  0.318
H  -1.87465  -0.04192  0.74516  0.363
H  -2.09392  -1.44925  -0.26488  0.305

Calculated values
2S+1 ... 1
Largest force on an atom ... 3.79 eV/Å
SMILES string ... C[C@@H]1CCS1
Energy ... -15111.5310 eV
Energy above the lowest of the compared OMol25 structures with the same formula, charge and spin ... 19.7 kcal/mol

3.
Computed, not measured: a single C4H8S3 molecule at a distorted geometry, with the ωB97M-V functional and the def2-TZVPD basis.

Last column: Mulliken charge in e.
Atoms and positions in Å:
C  1.04438  1.05416  -0.87989  -0.960
C  0.45578  0.19331  -0.10069  0.807
C  1.29942  -0.74188  0.74491  -1.471
C  -1.05175  0.22892  0.05618  0.178
S  -1.70140  -1.35932  -1.11748  -0.138
S  -1.52904  -0.37425  1.69393  -0.148
S  -1.70838  1.83104  -0.44654  -0.183
H  0.53809  1.61852  -1.68616  0.241
H  2.13575  1.22206  -0.81178  0.265
H  2.29028  -0.67054  0.24321  0.317
H  0.81817  -1.68662  0.36582  0.380
H  1.53155  -0.84329  1.82020  0.265
H  -0.74794  -0.94963  -1.93680  0.159
H  -0.76780  -1.49210  1.52952  0.148
H  -2.60712  1.96961  0.52557  0.142

Calculated values
2S+1 ... 1
Largest force on an atom ... 2.85 eV/Å
SMILES string ... C=C(C)C(S)(S)S
Energy ... -36781.1147 eV
Energy above the lowest of the compared OMol25 structures with the same formula, charge and spin ... 49.2 kcal/mol